149
Properties=species:S:1:pos:R:3:forces:R:3 method="wB97M-V/def2-TZVPD" charge=+1 homo_energy_ev=-10.46
C -4.883507 -0.633345 -5.630789 0.19 0.44 -0.35
C -3.933307 0.327327 -6.492895 -0.69 0.40 0.53
C -2.821262 1.034348 -5.623284 -0.40 -0.63 0.13
C -1.846648 0.007771 -4.849848 -1.08 0.66 0.12
C -1.735852 0.504010 -3.349807 1.46 0.28 -0.15
C -0.511651 -0.109994 -2.537840 -1.15 0.05 0.40
C -0.315630 0.648126 -1.143002 1.32 -1.30 -0.67
N -1.589972 0.795939 -0.398651 -2.97 0.38 1.68
C -2.557727 1.831169 -0.500892 -2.52 0.74 1.43
O -2.521838 2.957012 -1.317992 -1.06 -2.87 0.18
N -1.256317 3.599520 -1.282563 1.09 1.88 1.45
O -1.232378 4.311224 -0.357919 0.58 -0.42 -0.95
C -3.676161 1.607700 0.380568 3.35 -0.49 -1.83
N -3.358675 0.366262 0.994936 0.82 1.57 -1.52
C -4.289469 -0.259145 1.955747 -0.97 -1.27 1.28
O -4.627722 -1.593693 1.602674 -0.33 1.30 -0.05
C -5.812519 -1.668746 0.790458 -0.61 -1.10 -1.87
C -5.563395 -1.274210 -0.730542 -0.04 -0.18 0.07
C -2.138351 -0.074200 0.542587 -0.20 -0.90 0.64
C -1.526174 -1.399691 1.075710 0.37 -0.03 -0.81
C -0.809152 -1.302444 2.500841 0.45 0.22 -0.51
C -0.806632 0.127930 3.176630 0.52 -1.40 1.75
C -0.571682 -0.115823 4.760975 -0.75 0.64 0.25
C 0.523514 0.825088 5.403279 0.01 -0.69 -0.52
C 0.232591 2.356969 5.163562 0.72 0.13 0.58
C -0.837875 2.976724 6.139881 -0.19 0.67 -0.39
C -0.820942 4.575016 6.146847 1.01 -0.62 -0.38
O -0.797226 5.067442 7.502075 -0.65 0.61 -1.15
C -1.591704 6.256311 7.636015 -0.83 0.15 0.66
H -4.417283 -0.923360 -4.646067 -0.36 0.08 -1.06
H -5.839583 -0.088502 -5.371139 0.99 -0.64 -0.37
H -5.134285 -1.537379 -6.250074 0.13 0.82 0.85
H -3.493198 -0.192568 -7.384175 -0.34 0.31 0.94
H -4.622348 1.128145 -6.900084 0.95 -0.82 0.23
H -2.264125 1.759744 -6.282711 -0.37 -0.79 0.81
H -3.343346 1.633375 -4.821374 0.43 -0.43 -0.87
H -0.864187 -0.034623 -5.391817 -0.73 -0.03 0.80
H -2.317853 -1.015628 -4.842269 0.64 0.94 -0.21
H -1.598812 1.627563 -3.379459 -0.12 -1.11 0.06
H -2.664492 0.314740 -2.747062 0.57 0.06 -0.88
H 0.440373 -0.111958 -3.138991 -0.87 0.22 0.73
H -0.763600 -1.184607 -2.278834 0.39 1.04 -0.38
H 0.337859 -0.022763 -0.507492 -0.66 1.02 -0.54
H 0.217212 1.634346 -1.269755 -0.93 -0.98 0.28
H -4.584550 2.237393 0.541195 1.12 -0.93 -0.11
H -3.883123 -0.297545 3.011227 0.06 0.12 -1.38
H -5.250532 0.332059 2.014268 1.28 -0.13 -0.36
H -6.106836 -2.759936 0.766591 0.42 1.19 0.33
H -6.692907 -1.107367 1.206806 1.01 -0.27 -0.08
H -4.674249 -1.844487 -1.138702 -0.89 0.70 0.55
H -5.409381 -0.172877 -0.880818 -0.04 -0.96 0.17
H -6.444465 -1.567062 -1.377745 0.85 0.29 0.92
H -2.320248 -2.199882 1.105156 0.61 1.15 -0.10
H -0.784412 -1.752592 0.297602 -0.80 0.43 0.83
H 0.278456 -1.577318 2.342792 -1.22 0.26 0.23
H -1.219126 -2.118696 3.162175 0.17 1.11 -0.61
H -1.778714 0.681772 3.110774 1.04 -0.33 -0.44
H 0.086192 0.700381 2.811964 -1.11 -0.22 0.00
H -0.392911 -1.212669 4.978695 0.14 1.28 -0.29
H -1.552344 0.127424 5.278763 0.94 -0.37 -0.55
H 0.563025 0.604428 6.512426 0.04 0.33 -1.16
H 1.532278 0.511591 4.967262 -1.21 0.67 0.64
H -0.019466 2.551933 4.083919 0.11 -0.15 0.98
H 1.202934 2.910809 5.356647 -1.00 -0.59 -0.24
H -0.638936 2.634105 7.194121 -0.28 0.30 -1.07
H -1.877370 2.688506 5.818396 0.93 -0.09 0.55
H -1.675387 5.001569 5.541460 0.72 -0.48 0.82
H 0.140165 4.926949 5.654498 -0.99 -0.35 0.36
H -1.719746 6.833808 6.678027 0.24 -0.65 0.82
H -1.156995 6.958646 8.397211 -0.17 -0.86 -0.69
H -2.608711 5.929216 8.019352 0.92 0.60 -0.52
C 5.656008 -1.404063 5.402759 0.01 -0.24 -0.20
C 6.227936 -0.014769 5.192892 0.19 0.18 0.23
C 5.013231 0.753541 4.707959 -0.20 0.15 -0.39
O 3.864524 0.145774 5.317912 0.22 -0.14 0.06
C 4.260491 -1.097186 5.915749 -0.20 0.03 0.19
H 6.236888 -2.019053 6.091198 -0.05 0.02 -0.01
H 5.594227 -1.928225 4.444014 0.01 0.00 0.05
H 6.571934 0.393803 6.147999 0.02 -0.01 -0.06
H 7.060760 0.016346 4.489530 -0.07 0.03 -0.01
H 4.897902 0.670090 3.624892 0.15 0.08 0.04
H 5.053710 1.812305 4.974138 -0.10 -0.04 0.05
H 4.257623 -0.962605 7.003136 0.00 -0.12 0.02
H 3.538798 -1.874148 5.660334 -0.05 0.10 0.07
C 6.294430 1.182800 -0.774991 0.13 0.43 -0.41
C 7.534677 0.541438 -0.183062 0.10 -0.27 0.05
C 7.309637 0.749878 1.306977 0.02 0.16 0.13
O 5.886122 0.743346 1.509270 0.29 -0.01 -0.10
C 5.237874 0.824822 0.240813 -0.32 -0.26 0.08
H 6.051349 0.830663 -1.776634 -0.01 0.02 0.12
H 6.421706 2.269411 -0.815104 0.00 -0.04 0.03
H 7.544841 -0.528531 -0.412798 0.03 0.04 0.01
H 8.469226 0.974620 -0.540283 -0.05 0.00 0.05
H 7.692462 1.721381 1.636694 0.08 -0.03 -0.01
H 7.771917 -0.030047 1.915560 -0.13 0.02 0.05
H 4.798885 -0.156486 0.024992 -0.06 0.02 -0.10
H 4.434197 1.563881 0.288938 0.00 -0.02 0.10
C 2.982410 -1.887699 -3.737847 -0.29 0.13 -0.22
C 4.285265 -2.606489 -4.028340 0.13 -0.33 0.14
C 5.286790 -1.466512 -4.001353 0.14 0.23 -0.21
O 4.779922 -0.492705 -3.077290 -0.30 -0.32 -0.11
C 3.426279 -0.823540 -2.750625 0.13 0.11 0.29
H 2.200750 -2.538140 -3.341814 0.04 0.02 0.01
H 2.605164 -1.416076 -4.650843 -0.01 0.00 0.05
H 4.504355 -3.314727 -3.223726 0.01 0.01 -0.06
H 4.286273 -3.152197 -4.972091 0.02 0.05 0.04
H 5.371129 -0.986454 -4.981549 0.04 -0.07 -0.02
H 6.280582 -1.789606 -3.685836 -0.03 0.11 0.05
H 3.415284 -1.204904 -1.722152 -0.11 -0.04 0.02
H 2.807156 0.075982 -2.796069 0.15 0.09 -0.05
C 0.470246 3.082429 -5.701332 -0.34 -0.17 -0.13
C 0.915760 4.006015 -4.586717 0.10 0.32 0.01
C 1.789825 3.086408 -3.755443 0.19 -0.17 0.09
O 2.368583 2.136078 -4.657336 -0.25 0.09 0.17
C 1.706273 2.231698 -5.922350 0.25 0.03 -0.21
H 0.149124 3.605902 -6.602378 0.02 -0.04 0.03
H -0.357012 2.453800 -5.358719 0.03 0.04 -0.03
H 1.514879 4.823261 -4.997861 -0.03 -0.03 0.07
H 0.092394 4.440935 -4.018447 0.04 -0.03 -0.01
H 1.194156 2.531993 -3.018878 -0.06 0.07 0.07
H 2.582896 3.621458 -3.229618 0.03 -0.12 -0.01
H 2.395291 2.706181 -6.628426 -0.07 -0.04 -0.07
H 1.467709 1.230975 -6.289170 0.09 -0.02 0.06
C 0.978034 -4.799190 8.661830 -0.23 -0.27 -0.10
C 2.420454 -4.789695 9.128024 0.15 0.15 0.30
C 3.158062 -4.403895 7.859041 0.13 -0.09 -0.26
O 2.270300 -3.570596 7.100512 -0.14 -0.18 0.21
C 0.959604 -3.644793 7.676523 0.04 0.31 -0.02
H 0.254398 -4.681376 9.468900 0.03 0.02 -0.05
H 0.761597 -5.737693 8.142664 -0.03 0.05 0.03
H 2.558686 -4.017270 9.890277 0.02 -0.06 -0.02
H 2.755165 -5.740868 9.542523 0.00 0.04 -0.04
H 3.392971 -5.284605 7.252024 0.07 -0.03 0.07
H 4.085085 -3.863120 8.060609 -0.05 0.05 -0.09
H 0.761093 -2.693873 8.183239 -0.10 -0.02 0.01
H 0.218469 -3.779080 6.885560 0.09 0.03 -0.05
C -8.094148 -2.564244 -9.291524 -0.27 0.11 -0.22
C -6.788314 -3.274182 -9.588993 0.14 -0.31 0.13
C -5.796939 -2.125096 -9.578643 0.11 0.24 -0.16
O -6.301454 -1.149657 -8.655387 -0.14 -0.24 -0.07
C -7.652017 -1.490931 -8.313975 0.09 0.08 0.26
H -8.866932 -3.217415 -8.885340 0.04 0.04 0.00
H -8.481875 -2.102107 -10.204057 -0.02 -0.02 0.06
H -6.555604 -3.976194 -8.782476 0.01 0.00 -0.06
H -6.791480 -3.825278 -10.529672 0.02 0.05 0.04
H -5.727357 -1.651139 -10.563194 0.05 -0.08 -0.03
H -4.796340 -2.437053 -9.271260 -0.02 0.10 0.04
H -7.653535 -1.867070 -7.284439 -0.10 0.00 0.01
H -8.278068 -0.597916 -8.358958 0.11 0.03 0.02

***

68
Properties=species:S:1:pos:R:3:forces:R:3 method="wB97M-V/def2-TZVPD" e_above_lowest_kj_mol=1706.39 homo_energy_ev=-8.18
C 1.087139 -1.234392 2.746798 0.65 -0.93 1.42
C 1.779089 -2.052072 1.727948 -0.28 -2.89 0.74
C 1.284439 -3.489942 1.606618 -0.96 -0.71 -0.28
O 1.568879 -1.490382 0.511728 6.81 -4.81 0.12
H 1.664159 -0.309652 2.743118 -0.28 -1.26 1.32
H 1.143949 -1.725102 3.718438 -0.24 0.07 0.20
H 0.073519 -0.974722 2.441448 0.76 -1.71 0.26
H 2.822339 -2.230152 1.988748 0.56 0.95 -0.19
H 1.961389 -4.066752 0.976438 0.15 0.01 0.01
H 0.335699 -3.455252 1.071098 -0.10 -0.08 0.04
H 1.092479 -4.063802 2.513218 0.31 0.19 0.35
H 0.701069 -1.093032 0.408628 1.25 -2.47 3.77
C 2.979369 3.113458 1.225728 -0.25 -0.56 -0.73
C 2.236549 2.010978 0.455198 -0.54 -0.69 0.04
C 2.109079 0.701338 1.237058 1.19 3.11 0.00
O 0.889679 2.374928 0.236058 5.37 -1.04 -10.43
H 3.950749 2.725258 1.532028 -0.01 0.24 0.31
H 2.314189 3.369288 2.050458 0.80 0.11 0.22
H 3.109509 4.000708 0.606088 0.07 0.01 -0.01
H 2.692619 1.746098 -0.498712 0.24 0.42 -0.25
H 1.810809 0.988438 2.245378 0.59 0.73 -0.37
H 3.066339 0.181568 1.276738 -0.10 -0.19 0.13
H 1.349329 0.045408 0.812038 1.31 2.56 1.18
H 0.533439 2.510388 1.117158 4.87 -1.69 -5.90
C -0.014061 -1.784592 -1.732852 0.42 -0.33 -0.44
C -0.093601 -0.772242 -0.616122 -2.72 1.63 -6.22
C -0.874971 0.444518 -1.028692 -0.88 0.50 0.90
O -0.598741 -1.319972 0.536888 4.22 -0.67 0.84
H 0.660089 -1.466092 -2.527962 0.01 0.37 -0.03
H -1.004381 -1.864362 -2.181182 0.62 -0.95 0.06
H 0.444299 -2.695982 -1.348952 -0.54 -0.29 -0.09
H 0.947969 -0.507932 -0.433442 -1.22 2.28 -3.35
H -0.388741 1.164698 -0.370652 -0.52 -0.26 -2.01
H -1.946321 0.394108 -0.834362 0.46 0.15 0.19
H -0.682141 0.836748 -2.027232 -0.99 -1.13 0.64
H -1.553031 -1.235792 0.474818 1.81 0.52 0.33
C -4.669681 -2.370922 -0.039582 -0.08 -0.18 0.68
C -3.252241 -2.044772 -0.485912 -1.07 -0.29 -1.44
C -3.268431 -1.229872 -1.753092 -0.82 0.08 -1.40
O -2.593431 -1.260122 0.488888 -9.92 -0.79 1.13
H -4.674751 -2.829402 0.949288 0.20 0.10 0.17
H -5.202451 -3.095032 -0.655972 0.26 0.22 -0.41
H -5.260781 -1.457142 0.021148 -0.14 0.07 -0.09
H -2.720291 -2.978882 -0.666372 0.47 0.17 0.48
H -3.954271 -1.670022 -2.476972 -0.16 -0.16 0.01
H -2.326331 -1.105472 -2.287012 -0.47 -0.03 0.43
H -3.631621 -0.220212 -1.561332 -0.23 -0.02 0.08
H -3.200601 -0.585832 0.802388 -0.09 0.31 0.12
C 1.255609 0.928898 -4.583472 1.22 1.15 0.44
C 1.210529 2.107568 -3.588722 0.64 -1.17 -1.04
O 0.639489 1.586248 -2.434462 1.87 1.54 -1.18
O 1.901489 1.359038 -5.760522 -0.88 0.10 -1.68
H 0.229599 0.607298 -4.762252 0.15 -0.04 -0.53
H 1.856719 0.089038 -4.235022 -0.38 -0.10 0.79
H 0.661269 2.944858 -4.019262 -0.27 0.02 -0.09
H 2.234919 2.449508 -3.441112 0.30 0.10 0.20
H 0.733459 2.245358 -1.742832 -0.15 0.09 1.03
H 2.778779 1.732528 -5.648872 -0.11 -0.17 0.64
C -0.710121 1.997218 1.662618 -5.22 -1.81 2.18
C -0.675081 0.895348 2.690448 -0.79 1.02 -0.98
O -1.086091 1.494498 3.878008 0.06 0.50 1.67
O 0.289459 2.952948 1.937778 -5.21 5.84 12.77
H -1.674821 2.499438 1.734948 -0.29 0.04 0.18
H -0.646571 1.604838 0.647678 -0.65 0.67 2.06
H 0.292919 0.404558 2.791438 -1.16 1.49 0.07
H -1.427551 0.156728 2.414148 0.05 -0.28 -0.25
H -0.772891 0.919958 4.580438 -0.13 0.15 0.40
H 0.211609 3.096088 2.883848 0.16 0.15 0.79

***

52
Properties=species:S:1:pos:R:3:forces:R:3 method="wB97M-V/def2-TZVPD" e_above_lowest_kj_mol=191.49 charge=+4 homo_energy_ev="-22.54 / -22.54"
Ir 0.051755 0.262990 -0.580844 0.09 5.37 3.96
C 1.584193 2.166463 -2.236841 -0.01 0.20 0.23
C 2.697672 1.920709 -1.214229 0.01 0.22 -0.69
N 2.282951 0.870071 -0.255526 -1.28 -2.01 -1.09
C 2.604855 1.019101 1.165721 0.04 -0.06 0.56
C 1.642709 0.177166 1.981939 0.58 -0.03 0.15
N 0.261449 0.586193 1.668367 -0.57 -1.12 -2.33
C -0.823381 -0.132279 2.358091 -0.40 -0.16 0.64
C -2.190527 0.468531 2.069644 0.14 -0.10 -0.24
C -2.768519 0.166817 0.695564 -0.71 0.05 0.42
N -2.137604 0.837490 -0.464192 1.19 -2.08 -0.84
C -2.432239 2.273534 -0.673685 0.33 0.69 0.07
C -1.359941 3.177490 -0.089419 -0.55 0.00 0.06
N -0.012862 2.693475 -0.441428 0.34 -2.40 -0.44
C 0.529082 3.143922 -1.746892 0.27 0.17 -0.54
H 2.000019 2.525508 -3.178936 -0.04 -0.07 -0.04
H 1.078605 1.196934 -2.462679 0.21 -0.01 -0.35
H 3.601624 1.616210 -1.745064 0.03 -0.08 0.22
H 2.943059 2.841079 -0.681170 -0.01 -0.05 0.10
H 2.636029 -0.024985 -0.585799 0.67 0.22 0.13
H 3.631617 0.709380 1.380748 -0.02 0.07 -0.08
H 2.535513 2.070331 1.457003 -0.04 0.03 -0.10
H 1.760702 -0.884754 1.757468 -0.11 0.01 -0.01
H 1.857573 0.307519 3.047959 -0.20 0.02 0.01
H 0.161020 1.578691 1.884295 -0.08 0.03 -0.27
H -0.783781 -1.189126 2.086036 0.11 0.05 -0.07
H -0.656342 -0.079250 3.440799 0.20 0.06 -0.08
H -2.889804 0.030482 2.784110 0.02 0.07 0.07
H -2.189208 1.541434 2.275437 -0.05 0.02 0.09
H -2.741666 -0.909494 0.513061 0.07 0.02 -0.07
H -3.827843 0.443618 0.723341 0.05 0.03 -0.14
H -2.499409 0.363881 -1.290593 -0.34 0.07 0.12
H -2.524710 2.456275 -1.744531 0.00 -0.14 -0.01
H -3.391668 2.534739 -0.219854 -0.04 -0.15 -0.05
H -1.521863 4.187520 -0.480245 0.18 0.01 0.08
H -1.447764 3.240493 0.994845 0.10 -0.02 0.01
H 0.644233 2.974668 0.282118 0.02 -0.01 -0.03
H -0.271565 3.214435 -2.483890 -0.12 0.02 0.17
H 0.977987 4.137876 -1.648536 -0.19 0.01 0.13
N 0.094668 -5.835976 -0.156773 0.00 -0.06 0.01
C 0.110642 -4.605651 -1.011082 0.00 0.53 -0.32
C 0.047491 -3.284393 -0.209535 0.00 -0.30 0.25
N 0.035141 -2.115694 -1.134637 0.16 0.92 0.20
H 0.125902 -6.675375 -0.752812 0.00 0.00 0.03
H -0.756504 -5.915006 0.411398 0.04 -0.05 0.02
H 0.905370 -5.895724 0.469816 -0.04 -0.05 0.02
H -0.738359 -4.668057 -1.693955 0.00 -0.14 0.06
H 1.020964 -4.634203 -1.612135 0.00 -0.14 0.05
H 0.916887 -3.202579 0.445187 -0.07 0.06 0.02
H -0.859057 -3.258468 0.397715 0.06 0.08 0.02
H -0.767883 -2.224796 -1.755248 0.01 0.14 -0.02
H 0.852775 -2.199212 -1.740138 -0.05 0.06 -0.06

***

16
Properties=species:S:1:pos:R:3:forces:R:3 method="wB97M-V/def2-TZVPD" e_above_lowest_kj_mol=235.29 smiles="C=C1NC(=O)O[C@H]1OC" homo_energy_ev=-9.02
C 2.645203 -1.052233 -0.206111 -0.18 1.42 0.33
C 0.687005 0.010553 0.449085 -0.48 -0.44 1.71
C -1.465884 -0.668741 -0.036690 -4.05 -4.99 -0.34
C -0.204348 1.129164 0.124710 -2.12 5.93 -0.76
C -0.044380 2.504334 0.042041 0.65 -3.11 -0.17
H 3.303174 -0.858081 -1.022011 0.69 -0.47 -0.47
H 2.058714 -1.951349 -0.334213 -0.16 -0.07 -0.17
H 3.205857 -1.094414 0.738682 -0.23 0.11 -0.14
H 0.999933 -0.103042 1.490921 -0.43 0.18 0.33
H -2.210219 1.206479 -0.507969 -0.98 0.31 -0.22
H 0.925340 2.850307 0.232150 1.25 0.64 0.37
H -0.698276 3.238046 -0.431603 -0.34 -0.68 0.40
N -1.471258 0.648514 -0.179714 2.41 -0.66 0.65
O 1.812477 0.160593 -0.274796 0.72 -2.06 -1.04
O -0.202044 -1.170618 0.250583 -0.30 1.72 -0.66
O -2.484345 -1.410726 -0.119058 3.56 2.16 0.19